DFT (ωB97M-V/def2-TZVPD) results for C25H32AsF6LaN4O4PS2 as an isolated structure at a distorted geometry.

```
! RIJCOSX wB97M-V def2-TZVPD def2/J DEFGRID3
* xyz 2 2
La 0.1401 -1.2774 1.0545
O 1.4017 -0.0338 2.3678
S 0.3826 1.0424 2.5363
O -0.2262 1.1312 3.8223
O -0.6342 0.7477 1.4435
C 1.1224 2.5049 1.9834
C 1.1481 3.6239 2.7982
C 1.6581 4.7991 2.2681
C 2.0868 4.8355 0.9496
C 2.0490 3.6967 0.1468
C 1.5940 2.4896 0.6536
P 1.6298 0.9101 -0.3198
C 1.1531 1.5161 -1.9641
C 2.0160 1.4913 -3.0533
C 1.5948 1.9682 -4.2919
C 0.3102 2.4628 -4.4453
C -0.5585 2.4906 -3.3577
C -0.1420 2.0147 -2.1231
C 3.3891 0.4568 -0.3577
C 4.4509 1.3610 -0.3930
C 5.7596 0.9116 -0.2829
C 6.0222 -0.4417 -0.1149
C 4.9767 -1.3518 -0.0752
C 3.6700 -0.9018 -0.1958
H 0.7724 3.5726 3.8128
H 1.7012 5.6907 2.8797
H 2.4576 5.7649 0.5353
H 2.3636 3.7592 -0.8890
H 3.0256 1.1113 -2.9314
H 2.2772 1.9645 -5.1339
H -0.0166 2.8328 -5.4096
H -1.5557 2.8957 -3.4762
H -0.8187 2.0395 -1.2731
H 4.2679 2.4222 -0.5013
H 6.5759 1.6219 -0.3131
H 7.0438 -0.7851 -0.0049
H 5.1780 -2.4070 0.0650
H 2.8618 -1.6284 -0.1696
C -5.1030 1.3673 0.7988
N -4.2908 0.6368 1.7916
C -3.5470 1.4961 2.7417
C -4.0386 -0.6517 1.6907
S -2.5618 -1.2333 2.4397
N -4.8389 -1.5455 1.1257
C -4.3825 -2.9272 0.8647
C -6.3061 -1.3632 1.0585
H -4.5147 2.2159 0.4554
H -6.0223 1.7392 1.2453
H -5.3327 0.7385 -0.0529
H -4.1607 2.3692 2.9458
H -2.5938 1.8114 2.3183
H -3.3699 0.9725 3.6788
H -3.3856 -2.9370 0.4365
H -5.0645 -3.3769 0.1489
H -4.3924 -3.5236 1.7795
H -6.6169 -0.5162 1.6589
H -6.7661 -2.2600 1.4696
H -6.6401 -1.2366 0.0301
F 1.6031 -3.1184 1.5494
As 0.2979 -4.0114 2.4049
F -1.1188 -4.5940 3.0762
F -0.7716 -3.3636 1.0135
F 0.5668 -5.3025 1.3861
F 0.0216 -2.4412 3.1870
F 1.3597 -4.5072 3.5825
C 0.4703 -1.5934 -3.9913
N 1.0617 -2.7494 -3.3199
C 1.0826 -2.9194 -1.9958
N 1.6676 -4.0294 -1.5058
O 0.5866 -2.0541 -1.2251
H -0.2299 -1.9312 -4.7529
H 1.2382 -0.9837 -4.4590
H -0.0589 -0.9874 -3.2625
H 1.4647 -3.4681 -3.8977
H 2.0147 -4.7494 -2.1161
H 1.5437 -4.2741 -0.5394
*
```

Output
gap between HOMO and LUMO (spin up / spin down): 8.30 / 4.42 eV
energy above the lowest of the compared OMol25 structures with the same formula, charge and spin: 0.000 eV
⟨S²⟩: 0.753


DFT (ωB97M-V/def2-TZVPD) results for a 2-piece molecular cluster, C3H10NOS overall.

```
! RIJCOSX wB97M-V def2-TZVPD def2/J DEFGRID3
* xyz -1 1
N 3.0251 0.8400 0.6585
C 2.2092 -0.4118 0.4957
O 1.0498 -0.3174 1.1357
H 4.0074 0.6206 0.7399
H 2.7184 1.2134 1.5429
H 2.1140 -0.5452 -0.6145
H 2.8483 -1.2591 0.8564
C -1.8551 -1.0096 0.4798
S -1.9558 -0.1796 -1.1271
C -0.8696 1.2157 -0.7677
H -2.5218 -0.5517 1.1918
H -0.8159 -0.9191 0.8181
H -2.1631 -2.0507 0.3097
H -0.5454 1.6185 -1.7205
H -1.3913 2.0061 -0.2206
H -0.0251 0.8462 -0.1907
*
```

Output
gap between HOMO and LUMO: 6.41 eV
energy above the lowest of the compared OMol25 structures with the same formula, charge and spin: 1.607 eV


DFT (ωB97M-V/def2-TZVPD) results for a 2-piece molecular cluster, C4H12N3 overall.

```
! RIJCOSX wB97M-V def2-TZVPD def2/J DEFGRID3
* xyz 1 1
C -0.9119 1.2899 2.0751
C -0.5974 1.1950 0.7865
N -1.3092 0.2891 -0.1192
N -0.3397 2.1505 2.9799
H -1.7607 0.7385 2.4649
H 0.1163 1.8351 0.2906
H -0.5643 -0.2066 -0.7963
H -1.7933 -0.4538 0.3821
H -2.0028 0.7888 -0.6767
H 0.6138 2.4135 2.7700
H -0.4013 1.8125 3.9307
C 1.1376 -2.2291 -1.0474
C 1.0043 -0.4990 -2.6142
N 0.5261 -1.0039 -1.5626
H 1.3785 -2.1009 0.0056
H 2.0428 -2.4870 -1.5992
H 0.4237 -3.0422 -1.1354
H 0.5481 0.3955 -3.0229
H 1.8894 -0.8859 -3.1114
*
```

Output
gap between HOMO and LUMO: 9.90 eV
energy above the lowest of the compared OMol25 structures with the same formula, charge and spin: 2.081 eV


DFT (ωB97M-V/def2-TZVPD) results for a 5-piece molecular cluster, C3H18NO4 overall at a distorted geometry.

```
! RIJCOSX wB97M-V def2-TZVPD def2/J DEFGRID3
* xyz 1 1
C -0.6780 -2.0093 0.6659
C 0.3731 -1.2080 -0.0540
C 0.5346 -1.4766 -1.5895
N 0.0674 0.3564 0.1219
H -1.2403 -1.4429 1.3725
H -1.4346 -2.5109 -0.1253
H -0.2174 -2.9136 1.1567
H 1.4154 -1.3742 0.4663
H -0.4188 -1.1995 -1.9516
H 0.7518 -2.5498 -1.9545
H 1.4757 -1.0888 -2.0099
H 0.8663 0.9822 -0.1937
H -0.8312 0.5134 -0.3592
H 0.0639 0.4780 1.1417
H -1.6410 2.7796 -0.6025
H -1.0935 2.7553 0.8869
O -0.9021 2.3852 -0.0413
H -0.0326 0.0604 3.4277
H -1.2248 -0.3761 2.6117
O -0.6282 0.2901 2.7720
H -0.9163 0.9727 -2.6090
H -2.2670 0.4709 -2.7961
O -1.5945 0.4763 -2.0461
H 3.6956 1.2930 0.5310
H 2.9391 2.6088 0.5894
O 2.9376 1.7274 0.5890
*
```

Output
gap between HOMO and LUMO: 11.95 eV
energy above the lowest of the compared OMol25 structures with the same formula, charge and spin: 3.000 eV


E_tot across the listed records, respectively: -149549.886 -17645.836 -8805.653 -13075.440 eV.